This record from OMol25 describes a structure of composition C46H87N3O12S. The level of theory is wB97M-V/def2-TZVPD.

The geometry in XYZ format:
```
149
Properties=species:S:1:pos:R:3:forces:R:3
C -1.4789 3.4621 2.9760 -0.14 -0.41 -0.55
C -2.4469 2.2580 2.9328 0.20 1.00 0.23
N -3.2619 2.2156 1.7185 0.48 -0.44 0.00
C -2.9376 1.2526 0.7231 -0.42 0.16 0.06
C -3.9493 0.6354 0.0437 0.22 -0.07 -0.07
C -5.4016 0.8872 0.3208 0.10 0.06 -0.34
C -6.1842 -0.3676 0.7072 -0.34 0.29 0.44
O -5.4494 -1.1808 1.6018 0.20 -0.22 0.05
C -5.6640 -2.5884 1.4645 -0.14 0.64 -0.41
C -4.6952 -3.1180 0.4192 0.07 -0.70 0.46
O -4.2603 -4.4634 0.7223 0.10 0.38 0.02
C -2.9642 -4.6481 0.2604 -0.49 -0.08 -0.20
C -2.7284 -4.8525 -1.0859 0.16 -0.07 -0.12
C -1.4304 -4.9888 -1.5532 0.05 0.05 -0.08
C -0.3307 -4.9158 -0.7054 0.10 -0.16 -0.13
C 1.1327 -5.0685 -1.1868 -1.01 0.79 0.12
C 1.1947 -4.6262 -2.6491 -0.05 -0.28 -0.17
C 1.9829 -4.0783 -0.3676 0.44 -0.42 0.12
C 1.4645 -6.5474 -0.9458 0.42 0.31 -0.22
C 2.8443 -7.1009 -1.3083 0.48 -0.85 0.00
C 3.1744 -7.0721 -2.8091 -0.12 0.37 0.24
C 2.8168 -8.5892 -0.8915 -0.54 0.41 -0.10
C 4.0097 -6.4744 -0.5443 0.02 0.27 -0.08
C -0.6038 -4.7388 0.6428 0.21 -0.04 0.04
C -1.8910 -4.5976 1.1237 0.09 0.01 0.43
C -3.6514 -0.3006 -0.9956 -0.19 -0.03 -0.11
C -2.4107 -0.6815 -1.3531 0.33 -0.23 -0.25
C -1.3167 -0.0899 -0.6673 -0.79 0.19 0.41
N -0.0305 -0.2979 -0.8587 0.81 -0.23 -0.24
S 0.7756 0.6699 0.1502 -0.58 -0.17 -0.16
N -0.4754 1.3830 0.8693 0.21 0.29 0.38
C -1.5930 0.8868 0.3527 0.21 -0.04 0.10
H -0.5054 3.1798 3.3586 0.10 0.05 0.34
H -1.2976 3.7894 1.9555 0.06 0.13 -0.14
H -1.8968 4.2965 3.5304 0.04 0.08 0.16
H -1.8995 1.3346 3.0647 -0.03 -0.25 -0.16
H -3.1053 2.3780 3.7905 -0.24 -0.31 0.09
H -3.3827 3.1385 1.3251 -0.10 0.06 -0.03
H -5.5125 1.6730 1.0523 0.04 0.01 0.36
H -5.8408 1.2707 -0.6034 -0.17 0.05 -0.04
H -7.0912 -0.0384 1.2230 -0.17 0.01 -0.07
H -6.5277 -0.9033 -0.1793 0.28 -0.29 -0.11
H -5.4787 -3.0636 2.4208 0.07 0.01 0.17
H -6.7039 -2.7318 1.1742 -0.15 -0.35 0.09
H -5.1404 -3.1080 -0.5752 0.11 0.12 -0.20
H -3.8232 -2.4811 0.4722 0.16 0.29 -0.21
H -3.5400 -4.9045 -1.7942 -0.25 0.01 0.03
H -1.3055 -5.1330 -2.6131 0.11 -0.05 -0.17
H 0.6704 -5.3067 -3.3161 -0.04 -0.17 -0.05
H 0.7211 -3.6549 -2.7616 0.04 0.23 0.04
H 2.2137 -4.5598 -3.0108 0.16 0.09 0.03
H 2.3656 -4.5519 0.5357 -0.06 0.11 0.15
H 1.4181 -3.1989 -0.0841 -0.17 0.18 -0.03
H 2.8508 -3.7369 -0.9258 0.11 -0.04 -0.13
H 1.2938 -6.7549 0.1129 -0.01 0.02 0.13
H 0.7216 -7.1329 -1.4889 -0.10 -0.10 -0.10
H 3.9219 -7.8262 -3.0369 0.06 -0.15 -0.08
H 3.6012 -6.1150 -3.0975 -0.03 0.11 -0.11
H 2.2872 -7.2425 -3.4129 -0.06 -0.15 -0.15
H 2.7376 -8.6707 0.1902 0.16 -0.12 0.16
H 1.9321 -9.0700 -1.3061 -0.04 -0.17 -0.13
H 3.6961 -9.1027 -1.2657 0.18 -0.14 0.15
H 3.7971 -6.3619 0.5159 -0.06 -0.08 0.17
H 4.8847 -7.1122 -0.6448 0.15 -0.09 0.00
H 4.2874 -5.4953 -0.9304 -0.05 0.09 -0.03
H 0.2190 -4.6939 1.3390 0.06 0.00 0.19
H -2.0359 -4.4365 2.1822 -0.21 0.02 0.08
H -4.4960 -0.7390 -1.5062 -0.11 -0.09 -0.12
H -2.2386 -1.4121 -2.1283 0.04 -0.06 -0.07
C 1.8860 3.6504 -3.8144 0.04 0.04 0.03
O 1.3628 4.8421 -3.2504 -0.06 -0.09 -0.02
C 0.2630 5.3800 -3.9676 0.15 0.10 0.17
C -1.0563 5.0206 -3.3200 -0.21 -0.07 -0.29
O -1.3089 3.6259 -3.3617 0.22 0.02 0.08
C -1.0482 2.9877 -2.1248 -0.17 -0.01 -0.01
H 2.5363 3.1910 -3.0700 0.01 0.05 0.01
H 1.0951 2.9437 -4.0741 -0.01 0.01 -0.01
H 2.4789 3.8779 -4.7067 -0.02 -0.05 -0.03
H 0.2787 5.0453 -5.0092 -0.02 -0.04 -0.01
H 0.3734 6.4691 -3.9617 -0.03 -0.01 -0.02
H -1.8621 5.5116 -3.8759 0.01 0.06 0.04
H -1.0878 5.3798 -2.2880 0.09 0.05 0.01
H -1.8634 3.1935 -1.4207 0.07 -0.03 0.09
H -0.1010 3.3125 -1.6853 0.01 0.03 -0.02
H -1.0058 1.9153 -2.3026 -0.03 0.00 -0.08
C 2.4646 7.0819 2.6399 -0.03 0.06 -0.02
O 1.9730 7.2809 1.3268 0.05 -0.12 0.04
C 2.8926 6.8923 0.3158 -0.19 0.15 -0.05
C 2.5646 5.5293 -0.2515 0.22 -0.14 0.06
O 2.7177 4.5024 0.7195 -0.03 0.14 0.12
C 1.4903 4.0886 1.2934 0.12 -0.03 -0.12
H 1.6210 7.1620 3.3242 -0.02 0.04 -0.03
H 2.9209 6.0965 2.7570 0.02 0.00 -0.01
H 3.1983 7.8546 2.8948 0.04 -0.05 0.03
H 3.9172 6.9095 0.7007 0.01 -0.04 0.02
H 2.8222 7.6323 -0.4875 0.02 -0.02 -0.01
H 3.2585 5.3101 -1.0683 -0.04 0.02 -0.05
H 1.5536 5.5199 -0.6651 -0.02 0.01 -0.03
H 0.9460 3.4501 0.5921 -0.11 0.11 0.07
H 0.8638 4.9382 1.5745 0.01 0.02 0.00
H 1.7178 3.5101 2.1887 0.03 -0.03 -0.03
C 0.5557 -5.1394 6.5746 -0.06 0.00 0.06
O -0.4640 -6.0988 6.3595 0.13 0.02 -0.08
C -1.0103 -6.0566 5.0506 -0.15 -0.16 0.18
C -0.4350 -7.1408 4.1639 0.10 0.17 -0.28
O 0.9527 -6.9463 3.9288 0.00 0.00 0.12
C 1.7817 -7.7574 4.7423 0.02 0.00 -0.08
H 1.0759 -5.4106 7.4920 -0.05 -0.01 0.02
H 1.2755 -5.1212 5.7533 -0.01 0.00 -0.02
H 0.1214 -4.1414 6.6991 0.05 0.03 -0.04
H -0.8550 -5.0707 4.6005 0.05 -0.01 -0.04
H -2.0890 -6.2162 5.1444 0.00 0.01 -0.04
H -0.9319 -7.1033 3.1890 -0.05 -0.01 0.03
H -0.6179 -8.1277 4.5991 0.00 0.01 0.06
H 1.7857 -8.7897 4.3756 0.00 -0.02 0.06
H 1.4611 -7.7460 5.7862 -0.02 -0.01 0.00
H 2.7943 -7.3610 4.6815 -0.01 0.01 -0.05
C 7.0490 1.8320 -3.4822 -0.02 -0.03 -0.06
O 6.0378 0.8520 -3.3290 0.04 0.08 0.10
C 6.3073 -0.0779 -2.2912 -0.17 -0.06 -0.18
C 5.5502 0.2542 -1.0238 0.15 0.03 0.22
O 5.9751 1.4821 -0.4558 -0.02 0.02 -0.18
C 5.1133 2.5666 -0.7634 -0.05 -0.02 0.07
H 6.6455 2.6275 -4.1071 -0.02 -0.04 -0.03
H 7.3507 2.2564 -2.5223 0.01 -0.01 0.01
H 7.9246 1.4029 -3.9816 0.04 0.03 0.04
H 7.3815 -0.1291 -2.0891 0.01 0.03 0.03
H 5.9840 -1.0618 -2.6463 0.02 0.00 0.03
H 5.7434 -0.5290 -0.2836 -0.02 -0.02 -0.03
H 4.4731 0.2743 -1.2212 -0.01 0.00 -0.04
H 4.2000 2.5146 -0.1635 -0.03 0.06 -0.05
H 4.8525 2.5849 -1.8251 0.01 -0.01 -0.01
H 5.6363 3.4891 -0.5156 0.02 -0.03 0.07
C -5.0737 8.2065 -2.2102 0.03 0.07 -0.02
O -4.0261 8.7539 -1.4292 -0.05 -0.14 0.02
C -4.3054 8.7635 -0.0376 0.17 0.16 -0.10
C -3.6295 7.6164 0.6806 -0.16 -0.11 0.14
O -4.1421 6.3580 0.2651 0.02 0.03 -0.10
C -3.3195 5.7108 -0.6867 -0.04 -0.08 0.13
H -4.6759 8.0099 -3.2048 0.02 0.05 0.00
H -5.4480 7.2709 -1.7888 -0.01 0.00 0.02
H -5.8991 8.9212 -2.2975 -0.05 -0.05 0.01
H -5.3851 8.7399 0.1387 -0.01 -0.04 0.01
H -3.9190 9.7049 0.3646 -0.02 -0.01 0.02
H -3.8241 7.7073 1.7534 0.02 0.02 -0.01
H -2.5466 7.6589 0.5290 0.01 0.02 -0.03
H -2.4367 5.2818 -0.1947 0.06 0.03 -0.07
H -2.9976 6.3915 -1.4767 0.00 0.03 0.01
H -3.8976 4.9023 -1.1357 -0.01 -0.01 0.04
```
Positions in Å, forces in eV/Å.

Summary:
E_tot = -3270.019840 Ha
largest force on an atom = 1.3 eV Å⁻¹
total charge = 0
Kohn-Sham gap = 7.948 eV